Entry from the Open Molecules 2025 dataset: C63H140As4F24N7 as an isolated structure in a non-equilibrium geometry (ωB97M-V with the def2-TZVPD basis set).

Properties
**Charge**: +3
**HOMO-LUMO gap**: 0.4007 hartree

Element x y z (Å)
As1 -3.37505 -27.65303 6.80758
As2 0.75077 -26.52209 17.83106
As3 -1.40747 -27.33540 12.35908
As4 -0.24034 -33.02062 14.81802
F1 -0.31865 -31.27094 14.48460
F2 -1.73397 -27.87971 7.32836
F3 -0.87269 -25.99183 17.46530
F4 0.01969 -28.18613 18.22501
F5 1.46486 -32.99553 14.60453
F6 -0.45723 -33.30130 13.11805
F7 -3.55622 -26.35325 7.93268
F8 -1.68763 -27.37520 14.02905
F9 -2.85811 -28.17262 12.12197
F10 -1.01037 -27.36180 10.69889
F11 1.34244 -24.96575 17.64011
F12 -3.07966 -28.89716 5.71625
F13 2.45699 -27.04208 18.06860
F14 -1.95695 -32.97306 15.20603
F15 -5.00614 -27.65853 6.31946
F16 -0.25833 -34.70209 15.25589
F17 0.12003 -26.53262 12.79169
F18 -3.80589 -28.75991 8.02929
F19 -2.18153 -25.80694 12.25214
F20 0.05057 -32.63920 16.49102
F21 -2.97953 -26.46316 5.60977
F22 -0.52803 -28.83558 12.48845
F23 0.53758 -26.19144 19.51744
F24 0.91523 -26.78004 16.10715
N1 -3.01232 -31.27379 18.04432
N2 -2.41223 -22.98297 16.18199
N3 5.17236 -23.61311 18.56378
N4 0.01278 -24.02820 5.85100
N5 -6.58578 -26.56191 10.98323
N6 -2.62411 -31.97605 9.52173
N7 3.03166 -29.95271 12.92994
C1 -3.20755 -21.79922 15.78389
C2 -1.61573 -23.50859 15.01178
C3 -2.53507 -32.61970 18.53355
C4 -8.61929 -25.11751 11.37443
C5 5.33564 -24.99678 19.17400
C6 1.59090 -22.97605 3.52924
C7 -3.33452 -31.92399 8.19387
C8 3.32153 -28.97099 10.54584
C9 -0.46697 -22.62461 14.67822
C10 -3.06185 -31.82427 12.00230
C11 2.33629 -29.62571 14.31790
C12 -0.65001 -23.70003 4.48594
C13 -1.67293 -23.65900 9.32926
C14 -4.17865 -31.83006 13.15249
C15 -3.70178 -31.74195 10.64646
C16 2.38308 -31.21674 12.35679
C17 1.20905 -23.11241 6.03690
C18 2.77334 -28.73506 11.98473
C19 -6.67718 -29.04573 11.20798
C20 -8.95922 -25.31043 9.85396
C21 -3.40723 -30.45357 19.25785
C22 -6.92560 -26.56694 9.45705
C23 3.21014 -28.58193 15.02416
C24 -2.60754 -29.08782 21.31478
C25 -4.50297 -30.14736 16.23979
C26 5.32748 -23.66259 17.05174
C27 -3.26580 -29.54201 15.61406
C28 0.31496 -23.82701 3.31611
C29 -1.99154 -33.86785 7.32642
C30 -4.14398 -23.79030 17.85408
C31 4.54912 -24.60528 14.89741
C32 -0.53218 -23.95501 8.32135
C33 5.37004 -24.91200 20.66915
C34 -8.40386 -26.62835 9.23675
C35 3.77244 -23.13689 18.83853
C36 5.34194 -29.16385 13.75466
C37 -2.38076 -30.29528 20.37742
C38 0.02296 -22.57017 13.24396
C39 -7.22245 -27.74138 11.69710
C40 -2.54733 -32.47134 7.05840
C41 -7.18022 -25.33211 11.65071
C42 4.88509 -24.91813 16.34698
C43 6.32033 -22.64431 20.63191
C44 -4.26486 -31.44773 17.15607
C45 2.22655 -23.21765 4.88584
C46 0.37647 -25.46623 5.84821
C47 -1.63383 -30.86499 9.47878
C48 -2.14392 -29.32111 16.61897
C49 -1.80838 -30.66277 17.22319
C50 6.15431 -22.61636 19.15844
C51 -1.02192 -23.74329 6.91697
C52 -5.07534 -26.48266 11.16323
C53 6.49055 -23.98711 21.15378
C54 2.33627 -28.45417 9.52916
C55 -1.09240 -33.75295 8.58468
C56 -1.89398 -33.24074 9.77904
C57 -7.46755 -30.16134 11.90032
C58 -1.48469 -22.67241 17.40933
C59 -3.27019 -23.50946 19.05134
C60 4.49286 -30.24175 13.03544
C61 -3.36141 -24.07750 16.55212
C62 -2.29593 -22.37364 18.65913
C63 4.68082 -29.00860 15.13838
H1 4.21961 -28.43619 10.43504
H2 -0.96735 -22.64920 4.55671
H3 1.77030 -27.62944 9.96135
H4 -3.70235 -28.98567 21.49423
H5 1.65397 -29.22205 9.13593
H6 -7.03859 -25.47044 12.73920
H7 6.28752 -25.39748 18.74045
H8 -1.62673 -31.83458 6.92834
H9 -2.20044 -33.25505 17.69441
H10 -4.13484 -32.36307 16.53632
H11 -8.44217 -24.44536 9.33542
H12 -4.04375 -30.70698 10.49273
H13 -1.29408 -32.98823 10.60222
H14 7.17709 -21.99956 20.89256
H15 -1.64517 -32.53355 19.19439
H16 3.06686 -23.89095 18.42946
H17 4.37154 -24.67277 21.14537
H18 4.60153 -31.17195 13.56989
H19 -3.55408 -28.59220 15.17950
H20 -2.62622 -24.00159 8.94757
H21 -4.41488 -32.53410 10.40832
H22 -4.76273 -24.64530 18.08564
H23 0.55301 -24.87815 3.14842
H24 -4.20079 -22.12249 15.49662
H25 2.91089 -28.02867 8.71952
H26 -3.67332 -30.93561 7.88023
H27 -1.43300 -22.70961 6.84950
H28 4.95460 -30.40765 12.05171
H29 6.36153 -29.56946 13.85140
H30 0.91584 -25.62640 6.79969
H31 3.99949 -25.40246 16.79167
H32 0.28519 -23.28672 8.58079
H33 -2.71732 -24.37137 19.35132
H34 2.64754 -24.21086 4.99081
H35 5.69533 -25.62617 16.35184
H36 -2.38923 -31.21793 20.99560
H37 -6.32549 -27.40722 9.04280
H38 5.33679 -28.34855 15.67675
H39 3.50944 -23.06037 19.87638
H40 6.51519 -23.92159 22.21808
H41 -0.55447 -26.06627 5.68479
H42 -7.52358 -29.96036 12.99414
H43 -5.00816 -29.39277 16.79081
H44 -1.87352 -24.37047 6.65201
H45 1.05475 -25.72729 5.03872
H46 1.69886 -28.52340 12.05908
H47 -2.88212 -21.48208 18.61450
H48 3.09632 -27.61316 14.50306
H49 -0.22798 -23.56509 2.38421
H50 -4.82566 -25.41650 11.09116
H51 -0.78094 -21.63129 14.94004
H52 -7.08343 -27.63963 12.76741
H53 5.38074 -28.23034 13.25887
H54 -8.28501 -27.79127 11.38730
H55 7.09464 -22.98751 18.73768
H56 -0.70516 -34.72050 8.87116
H57 2.29317 -23.14016 2.69083
H58 -1.23373 -28.91820 16.22858
H59 -1.30827 -30.22545 20.04443
H60 0.31219 -23.57673 12.80630
H61 -0.88111 -31.03417 10.25921
H62 -10.04132 -25.36561 9.82957
H63 5.43848 -22.15783 21.09806
H64 -4.24957 -32.53738 8.30788
H65 -1.79352 -22.59740 9.53695
H66 -2.73951 -21.25079 14.96023
H67 -1.59707 -31.43984 16.49053
H68 -2.40842 -30.96468 12.19842
H69 -2.75937 -24.95564 16.72432
H70 0.79167 -22.11112 6.05143
H71 -4.81647 -22.95640 17.67885
H72 -0.21892 -24.94212 8.55651
H73 -2.25177 -23.69699 14.12855
H74 -4.49454 -27.06318 10.41383
H75 -4.71607 -26.97069 12.09715
H76 -8.65282 -26.76119 8.16139
H77 1.31434 -29.26867 14.24195
H78 5.82349 -21.64671 18.76139
H79 2.34109 -30.61975 14.79417
H80 4.53194 -25.59765 14.44931
H81 -3.64724 -31.94776 14.10818
H82 -4.30411 -30.88037 19.67039
H83 -1.45651 -24.16297 10.31295
H84 6.36985 -23.46221 16.78102
H85 -0.93604 -21.74207 17.12092
H86 3.03410 -22.52426 5.09357
H87 -7.03385 -31.18047 11.75546
H88 3.63500 -30.03271 10.33756
H89 3.60737 -22.16363 18.39608
H90 0.38743 -22.99527 15.21926
H91 -3.98842 -24.32394 15.71186
H92 -3.05637 -32.36645 6.09291
H93 -3.62539 -29.45060 18.81819
H94 -2.43490 -32.70132 12.18737
H95 2.57294 -31.98814 13.08909
H96 4.54783 -25.58822 18.83566
H97 -5.09058 -31.58394 17.84301
H98 -2.03222 -29.18276 22.23846
H99 -6.42622 -25.66375 9.05547
H100 -1.54687 -22.13644 19.46198
H101 -1.57038 -24.25514 4.38610
H102 3.40876 -28.00059 12.43370
H103 2.85343 -28.35459 16.01264
H104 -5.65819 -29.17868 11.54287
H105 -0.23678 -33.06955 8.39947
H106 -0.82060 -22.23778 12.59809
H107 4.72954 -29.94519 15.71249
H108 1.29933 -21.91297 3.45132
H109 2.81105 -31.53834 11.40097
H110 -3.20609 -21.09156 16.61161
H111 -0.86022 -23.55267 17.43994
H112 4.82245 -22.75738 16.75102
H113 -4.64572 -30.84238 13.28653
H114 -8.85847 -24.12498 11.75554
H115 -1.25520 -24.46485 15.35995
H116 1.61490 -23.28538 7.02219
H117 -0.91488 -30.64815 17.82299
H118 5.60095 -25.92029 20.95730
H119 -9.26889 -25.85117 11.94605
H120 -5.16163 -30.42055 15.41722
H121 1.27829 -31.13965 12.42654
H122 -2.62938 -33.97177 10.08769
H123 -3.84271 -23.06661 19.84340
H124 -2.24299 -29.99426 9.62644
H125 -2.81369 -30.16556 14.81846
H126 -1.31828 -30.74882 8.46015
H127 -2.38328 -28.60166 17.38234
H128 -8.79594 -27.52284 9.72771
H129 -1.39462 -34.18131 6.43749
H130 5.22843 -23.98762 14.33771
H131 -3.35510 -33.11311 19.06611
H132 7.47518 -24.43494 20.83044
H133 -6.67856 -29.16090 10.11926
H134 -6.65841 -24.40030 11.28013
H135 3.57949 -24.20884 14.75405
H136 -2.31790 -28.16942 20.82160
H137 -2.75342 -34.63163 7.49396
H138 0.79981 -21.87432 13.15173
H139 -8.55427 -30.20227 11.57764
H140 -5.00196 -32.51063 13.00840

Atoms 1-3, force components in eV/Å:
As 0.665 0.533 -0.308
As -0.738 -3.766 0.742
As 3.159 0.068 0.917